142
Properties=species:S:1:pos:R:3 method="wB97M-V/def2-TZVPD" charge=-1 spin_multiplicity=1 lumo_ev=1.41
C 0.86504 -4.01582 -0.26936
C 1.30632 -2.58870 -0.39696
C 2.52693 -2.12631 0.10234
C 2.86333 -0.77786 0.00380
C 2.01739 0.16189 -0.59752
C 2.44467 1.61520 -0.62537
C 1.93517 2.40814 -1.82052
C 2.10412 2.32843 0.68570
C 0.80167 -0.31539 -1.10209
O -0.13035 0.52273 -1.64221
C -0.34320 0.43471 -3.07622
B -1.88190 0.13879 -3.45769
Br -2.20762 1.22870 -5.23895
Br -2.18145 -1.85611 -3.95323
C -2.95916 0.65514 -2.38344
C -3.10703 -0.25813 -1.17442
C -4.11379 0.17664 -0.09549
C -4.00058 1.66600 0.20528
C -3.83644 -0.61690 1.17991
C 0.46174 -1.66251 -1.00058
H 1.39958 -4.69986 -0.92355
H 0.92435 -4.31831 0.77149
H -0.18937 -4.07163 -0.53326
H 3.20910 -2.82489 0.57126
H 3.80639 -0.43848 0.41618
H 3.53563 1.60628 -0.68353
H 2.31754 3.42911 -1.76668
H 2.22447 1.95942 -2.76569
H 0.85750 2.47153 -1.73879
H 2.20628 1.64581 1.52854
H 1.06620 2.66519 0.67019
H 2.76505 3.17820 0.83735
H 0.34041 -0.28581 -3.52628
H -0.06169 1.41059 -3.47480
H -3.92603 0.68262 -2.89390
H -2.66319 1.66359 -2.10302
H -2.15097 -0.38768 -0.66281
H -3.39896 -1.25105 -1.51595
H -5.11488 -0.05169 -0.47050
H -4.32953 2.25221 -0.65051
H -2.95388 1.93131 0.36090
H -4.59761 1.95515 1.06943
H -4.40654 -0.18699 2.00476
H -4.07085 -1.67312 1.06185
H -2.78405 -0.49980 1.44182
H -0.48984 -1.99893 -1.38938
Cl 7.40247 2.13310 4.43108
C 6.07916 1.01880 3.97199
C 6.26609 0.43984 2.59752
Cl 6.08987 1.67017 1.31891
H 5.14504 1.56885 4.04725
H 6.07423 0.21622 4.70766
H 5.51682 -0.32715 2.41300
H 7.24414 -0.01910 2.48539
Cl -1.08979 -3.59060 3.96382
C -0.11902 -5.06003 4.24434
C 1.33126 -4.73409 4.48867
Cl 2.08163 -4.05222 3.02170
H -0.23853 -5.69874 3.37276
H -0.53752 -5.56958 5.11072
H 1.87882 -5.63031 4.75585
H 1.45122 -4.00693 5.28927
Cl 7.94780 -3.78983 1.65959
C 6.92527 -4.61773 2.86918
C 5.47483 -4.22504 2.78665
Cl 5.22849 -2.53172 3.27740
H 7.33704 -4.39628 3.85044
H 7.02047 -5.68629 2.68253
H 4.88472 -4.84343 3.45994
H 5.07975 -4.33911 1.78034
Cl -1.23917 3.71057 -1.73659
C -1.72030 5.18920 -2.60009
C -1.05735 5.30154 -3.94626
Cl 0.69579 5.60747 -3.81747
H -1.49099 6.04315 -1.96732
H -2.79936 5.13459 -2.73973
H -1.48496 6.14325 -4.48869
H -1.19874 4.39575 -4.53165
Cl -0.58690 0.50965 1.83704
C -0.45141 2.01287 2.77563
C -0.96090 1.85843 4.18470
Cl -2.72839 1.61822 4.25812
H -0.98766 2.78966 2.23387
H 0.60523 2.27621 2.80798
H -0.74110 2.76146 4.75189
H -0.49344 1.01110 4.68002
Cl -5.46399 4.52641 -6.37738
C -5.39256 2.74302 -6.23296
C -5.95071 2.05901 -7.44622
Cl -7.72285 2.29413 -7.60962
H -5.93279 2.46545 -5.33274
H -4.34764 2.46311 -6.10899
H -5.77856 0.98815 -7.36135
H -5.48746 2.41890 -8.36057
Cl -0.00079 -6.41478 -2.94768
C 0.64830 -5.56305 -4.37268
C 2.07668 -5.94422 -4.65746
Cl 3.19821 -5.35862 -3.39961
H 0.54402 -4.49534 -4.19112
H 0.02102 -5.83244 -5.22023
H 2.38980 -5.49440 -5.59797
H 2.19262 -7.02279 -4.72738
Cl -7.82060 4.89336 -3.60619
C -8.76898 3.40617 -3.34199
C -8.17102 2.52341 -2.27750
Cl -6.62225 1.79921 -2.76206
H -8.84720 2.89245 -4.29744
H -9.76429 3.71656 -3.02749
H -8.85518 1.70225 -2.06837
H -8.00003 3.07926 -1.35874
Cl 1.63243 -6.74848 6.77823
C 2.64084 -8.20246 7.00157
C 4.08836 -7.84288 7.20894
Cl 4.81638 -7.15029 5.73432
H 2.50885 -8.83527 6.12807
H 2.26151 -8.73025 7.87462
H 4.65561 -8.73802 7.45696
H 4.20649 -7.11870 8.01026
Cl -4.95568 9.43186 -8.23022
C -5.67316 8.25941 -7.08995
C -7.14433 8.49308 -6.87800
Cl -7.47182 10.01345 -5.99953
H -5.12220 8.32447 -6.15589
H -5.52573 7.26931 -7.51432
H -7.55349 7.68199 -6.27790
H -7.67872 8.53464 -7.82300
Cl 9.91546 0.11846 1.76833
C 11.24187 1.30414 1.79516
C 10.73748 2.71290 1.61578
Cl 10.10192 2.99344 -0.02400
H 11.95181 1.03074 1.01893
H 11.73260 1.20997 2.76260
H 11.55726 3.41391 1.76499
H 9.94489 2.93951 2.32492
Cl -1.73488 0.15104 7.57272
C -2.68558 -0.74618 6.35628
C -3.70642 -1.65436 6.99206
Cl -2.94696 -3.01888 7.85713
H -1.99046 -1.30641 5.73625
H -3.19055 -0.00635 5.73715
H -4.33789 -2.08307 6.21621
H -4.33409 -1.11925 7.69944


16
Properties=species:S:1:pos:R:3 method="wB97M-V/def2-TZVPD" charge=+1 smiles="N[N+]1=CCNNC1" spin_multiplicity=1 lumo_ev=-4.48
N -1.06500 -1.73689 1.07305
N -0.55307 -0.76904 0.23934
C -1.20861 0.13514 -0.46594
C -0.27964 1.16890 -1.05519
N 0.37287 1.49481 0.16448
N 1.48465 0.64183 0.38899
C 0.91338 -0.68930 0.20029
H -2.04317 -1.54929 1.25020
H -0.62652 -2.49032 1.52883
H -2.29713 0.19902 -0.25826
H 0.62359 0.77633 -1.62824
H -0.79843 1.97912 -1.59227
H 0.69036 2.46404 0.15686
H 2.32024 0.78613 -0.19284
H 1.30084 -1.26586 1.03464
H 1.16564 -1.14463 -0.84393